1.
# C35H44ClN2O5PPdSi4

A molecular structure, C35H44ClN2O5PPdSi4 (the ωB97M-V functional and the def2-TZVPD basis, the Open Molecules 2025 dataset).

total charge	0
relative energy (zero: lowest compared OMol25 entry of this formula, charge and spin)	1.364	eV

XYZ file:
```
93
C35H44ClN2O5PPdSi4 (the ωB97M-V functional and the def2-TZVPD basis)
Pd -0.094 -0.518 0.255
Cl 1.126 0.811 -1.492
P -1.529 2.536 -0.842
Si 1.990 -1.575 0.683
Si -1.413 -2.011 -0.991
Si 2.490 -2.980 2.536
Si 2.934 -2.315 -1.412
O -1.153 -3.470 6.267
O -0.551 1.883 3.529
O 0.174 1.212 1.518
O 3.293 1.848 2.254
O -2.784 -1.903 6.520
N 2.809 -0.097 1.002
N -0.726 -1.311 1.980
C -4.449 5.383 -1.486
C 0.262 1.607 -2.810
C -5.564 4.592 -1.721
C -5.455 3.209 -1.675
C -0.712 -3.701 -1.373
C -1.516 2.891 -3.683
C -1.917 -2.548 5.923
C -0.895 2.338 -2.562
C -3.099 3.410 -1.175
C -0.995 2.731 -4.958
C -1.010 -2.601 2.243
C 4.362 -2.961 2.347
C -4.230 2.624 -1.393
C 4.561 -1.383 -1.429
C -0.859 -0.385 2.958
C 0.379 4.641 -1.107
C -1.431 -3.009 3.479
C 3.019 0.893 1.658
C -1.602 -2.071 4.499
C -3.220 4.796 -1.217
C 2.065 -2.067 -3.064
C 3.214 -4.160 -1.188
C 0.340 5.170 1.618
C -0.439 3.885 -0.269
C -0.386 1.044 2.665
C 1.858 -4.732 2.374
C 0.811 1.433 -4.067
C -0.451 4.159 1.096
C -1.653 -0.939 -2.507
C -1.342 -0.738 4.198
C 1.175 5.650 -0.584
C 0.174 2.011 -5.154
C -3.067 -2.125 -0.131
C 2.048 -2.175 4.155
C 1.157 5.914 0.779
H -2.353 5.419 -1.034
H 0.335 5.347 2.685
H -1.459 0.036 4.945
H 4.387 -0.306 -1.468
H -3.397 -1.153 0.241
H 1.811 6.227 -1.242
H 1.716 0.855 -4.189
H 2.185 -5.290 3.256
H 0.401 4.450 -2.173
H -0.830 -0.991 -3.222
H -4.534 6.462 -1.511
H 1.731 -3.023 -3.470
H 2.264 -4.694 -1.111
H -1.452 -4.270 -1.943
H -1.054 3.568 1.770
H 3.746 -4.557 -2.057
H 1.787 6.694 1.187
H -1.583 -4.058 3.694
H 2.792 -1.653 -3.768
H -6.325 2.588 -1.844
H -0.496 -4.272 -0.468
H 5.148 -1.671 -2.305
H -1.502 3.181 -5.801
H -2.565 -1.280 -3.008
H -6.521 5.053 -1.930
H 0.587 1.889 -6.146
H 4.789 -3.659 3.072
H -0.864 -3.300 1.433
H 3.805 -4.395 -0.302
H -1.808 0.104 -2.230
H 2.263 -5.230 1.491
H 1.215 -1.386 -3.035
H -3.095 -2.828 0.699
H 5.155 -1.587 -0.536
H 1.068 -2.477 4.523
H 0.200 -3.644 -1.967
H -2.421 3.470 -3.547
H 4.761 -1.969 2.565
H 4.714 -3.256 1.358
H 2.780 -2.498 4.901
H -3.794 -2.455 -0.881
H 2.089 -1.084 4.111
H 0.772 -4.795 2.346
H -4.150 1.543 -1.336
```


2.
# C35H44ClN2O5PPdSi4

A molecular structure, C35H44ClN2O5PPdSi4 (the ωB97M-V functional and the def2-TZVPD basis, the Open Molecules 2025 dataset).

total charge	0
⟨S²⟩	6.02
relative energy (zero: lowest compared OMol25 entry of this formula, charge and spin)	1.299	eV
spin multiplicity	5

XYZ file:
```
93
C35H44ClN2O5PPdSi4 (the ωB97M-V functional and the def2-TZVPD basis)
Pd -0.603 -0.251 -0.122
Cl -2.888 0.914 -0.633
P -0.833 -0.371 -2.492
Si 2.591 -3.208 -0.762
Si 0.172 -3.067 3.017
Si 1.254 -1.615 0.418
Si 3.491 -0.037 2.598
O -3.226 5.664 1.984
O 2.374 -1.851 4.161
O 0.457 0.427 3.284
O -1.601 5.730 3.566
O -1.300 -0.322 2.101
N -0.207 2.059 0.608
N 1.383 -2.040 2.153
C 2.226 -1.493 3.010
C 1.600 -4.410 -1.887
C -0.685 -2.227 4.481
C -1.469 4.126 1.880
C -0.469 0.520 2.494
C 3.296 1.296 3.938
C -2.768 -3.860 -1.678
C -3.242 3.326 -3.788
C -1.754 1.071 -3.082
C -4.018 -3.693 -2.252
C -1.330 2.925 2.538
C 2.262 -0.437 -5.123
C -3.422 2.752 -2.537
C 2.042 -1.580 -5.875
C 1.146 -4.632 3.505
C -3.362 -1.532 -3.070
C -2.116 -1.683 -2.473
C 3.425 0.770 0.870
C 5.176 -0.920 2.849
C -1.085 -3.525 1.667
C -2.219 5.365 2.591
C 1.372 -0.086 -4.126
C 0.926 -2.365 -5.629
C -1.829 -2.849 -1.766
C 0.028 -2.012 -4.638
C 3.671 -2.197 -1.984
C -2.302 2.802 -4.666
C -0.355 3.222 -0.014
C -2.680 1.639 -2.188
C -1.560 1.690 -4.321
C 0.237 -0.861 -3.884
C -0.977 4.297 0.599
C 3.690 -4.206 0.439
C -4.318 -2.527 -2.936
C -0.663 1.925 1.843
H 5.393 -1.691 2.114
H 0.756 -3.258 -6.210
H -3.835 4.183 -4.073
H 3.867 -2.779 -2.879
H -4.758 -4.474 -2.151
H 3.706 0.098 0.067
H -0.858 -2.960 -1.292
H -1.506 -1.620 4.116
H 2.433 1.160 0.656
H -0.845 -2.623 -4.455
H -0.008 -1.575 5.022
H -1.573 -2.632 1.271
H 0.024 3.283 -1.027
H 0.887 -5.013 -1.336
H 2.263 -5.090 -2.412
H 2.746 -1.868 -6.640
H -3.587 -0.632 -3.626
H -0.634 -4.069 0.842
H -1.855 -4.154 2.099
H 1.628 -5.089 2.646
H -2.156 3.264 -5.631
H 1.914 -4.387 4.227
H 2.866 0.871 4.838
H 3.087 -4.851 1.066
H -1.716 2.738 3.527
H -0.830 1.286 -5.011
H 4.253 -3.549 1.094
H 4.631 -1.920 -1.561
H 5.214 -1.376 3.834
H -1.097 5.239 0.089
H -2.533 -4.769 -1.144
H 3.168 -1.287 -2.297
H -5.300 -2.395 -3.366
H 0.490 -5.373 3.948
H 4.257 1.739 4.188
H 2.633 2.088 3.601
H 1.544 0.796 -3.522
H 5.978 -0.192 2.793
H -1.084 -2.957 5.178
H 4.118 1.606 0.865
H -4.135 3.169 -1.844
H 4.397 -4.830 -0.097
H 1.054 -3.845 -2.637
H 3.136 0.171 -5.306
```


3.
# C35H45AsClCoGe2N2OS

A molecular structure, C35H45AsClCoGe2N2OS (the ωB97M-V functional and the def2-TZVPD basis, the Open Molecules 2025 dataset).

total charge	+2
⟨S²⟩	6.01
energy	-276894.249	eV
spin multiplicity	5

XYZ file:
```
89
C35H45AsClCoGe2N2OS (the ωB97M-V functional and the def2-TZVPD basis)
As -7.931 -19.592 -1.359
Ge -4.500 -18.216 0.320
Ge -5.504 -19.154 3.809
Co -7.849 -20.761 2.143
Cl -3.720 -25.813 5.169
S -7.212 -21.078 -0.046
O -5.849 -20.818 2.874
N -9.935 -20.750 2.163
N -8.284 -21.504 4.069
C -3.558 -23.539 3.714
C -3.290 -16.786 5.290
C -11.862 -20.752 3.607
C -4.092 -22.380 3.179
C -12.312 -20.679 4.973
C -4.715 -15.380 -0.187
C -2.310 -20.066 -0.322
C -1.888 -18.605 4.617
C -8.466 -17.980 -0.505
C -6.177 -22.727 4.338
C -2.360 -16.434 6.241
C -3.601 -17.905 2.048
C -10.072 -21.205 5.753
C -0.929 -18.277 5.586
C -10.483 -20.924 3.385
C -3.035 -17.862 4.450
C -3.846 -20.014 -0.290
C -12.144 -20.581 1.204
C -6.562 -19.112 -2.576
C -7.547 -16.966 3.087
C -10.728 -20.594 1.119
C -11.424 -20.907 5.980
C -5.383 -21.954 3.481
C -9.323 -20.370 -2.467
C -5.582 -19.594 5.739
C -1.220 -17.221 6.432
C -7.260 -18.480 3.099
C -4.116 -16.651 -0.833
C -9.611 -21.235 4.477
C -7.576 -22.394 4.686
C -4.467 -20.452 6.363
C -3.871 -18.223 3.315
C -4.359 -24.325 4.590
C -5.611 -23.867 4.914
C -12.682 -20.608 2.455
H -0.524 -17.013 7.236
H -6.096 -19.999 -2.970
H -9.269 -18.174 0.178
H -4.693 -20.629 7.389
H -7.272 -18.799 2.021
H -6.168 -24.385 5.674
H -4.556 -16.840 -1.809
H -9.024 -21.383 -2.728
H -10.220 -20.438 0.204
H -3.440 -21.853 2.486
H -9.429 -19.792 -3.383
H -2.636 -17.365 1.923
H -8.490 -16.815 2.565
H -12.747 -20.524 0.289
H -6.753 -16.422 2.577
H -4.749 -15.416 0.911
H -4.120 -14.531 -0.445
H -6.985 -18.594 -3.442
H -5.852 -18.469 -2.068
H -9.408 -21.356 6.579
H -7.562 -17.674 0.062
H -7.984 -19.023 3.716
H -10.292 -20.402 -1.915
H -3.488 -19.958 6.396
H -4.258 -21.415 5.900
H 0.032 -18.833 5.682
H -1.958 -19.520 -1.191
H -4.201 -16.203 5.111
H -2.546 -15.589 6.894
H -4.232 -20.792 0.393
H -5.723 -15.157 -0.529
H -7.991 -22.941 5.566
H -6.567 -20.060 5.956
H -13.759 -20.523 2.626
H -5.582 -18.623 6.261
H -7.670 -16.624 4.118
H -1.729 -19.437 3.918
H -3.005 -16.575 -0.884
H -2.593 -23.865 3.411
H -4.227 -20.310 -1.273
H -1.778 -19.758 0.585
H -1.954 -21.096 -0.512
H -11.852 -20.903 6.999
H -13.353 -20.483 5.154
H -8.798 -17.265 -1.244
```


| no. | largest force on an atom (Eh/bohr) |
| --- | --- |
| 1 | 0.01489 |
| 2 | 0.07432 |
| 3 | 0.03892 |